This record from the Open Molecules 2025 dataset describes a cluster of 16 separate species, C4H43N2O15 in total in a non-equilibrium geometry. The level of theory is ωB97M-V/def2-TZVPD.

The geometry in XYZ format:
```
64
C4H43N2O15 ωB97M-V/def2-TZVPD
O -0.71610 3.17613 3.18857
O -1.71523 -4.04517 1.25969
H 1.76744 1.80977 -4.08391
H -1.81949 2.32796 -2.91166
H 1.06767 -0.95185 -0.76843
C 1.49488 -1.39682 1.45616
H -0.28948 -4.08159 -1.10666
H -2.26444 -4.74827 1.47648
H -4.70557 -0.08450 1.04055
H 1.75079 -1.98584 0.62352
C 0.28080 -0.20959 -0.92112
H -3.16217 -1.38951 -1.55885
O -2.07428 0.08524 -3.31967
H 3.40879 2.55562 1.62721
H -0.40234 3.15356 -0.83006
H -3.77991 -1.30922 1.27828
O -0.64239 -3.21278 -1.26132
N -0.00015 0.48393 0.26699
H -1.67175 -3.32553 1.83162
O 2.90651 2.94919 -1.79875
O 1.00062 2.14965 -3.54165
H -1.29648 2.46188 3.13044
H 2.74638 -2.42112 3.76515
C 2.70963 -1.35153 3.59354
O 0.35123 3.29179 -0.17306
H -1.00494 0.76446 0.38411
H -0.65244 -1.00028 1.78781
H 3.59260 3.47647 -1.36612
H 3.37922 -1.46248 1.57777
N 2.66727 -0.96978 2.14267
C 0.34654 -0.33519 1.55547
H 2.26093 1.64574 1.09930
H -0.79844 -2.99108 -0.36034
H 1.51302 2.75306 -2.83590
H -0.48585 -2.91972 -4.76202
O -0.91592 -2.62075 -4.07110
H -2.71292 1.77578 1.03616
H 1.22147 -2.29257 1.97268
H -2.35268 3.24726 0.55316
O -3.93348 -0.42386 1.54908
H -1.47514 -3.17688 -3.57642
H 3.08946 2.00854 -1.64020
O -0.44025 -2.32095 4.25957
H -2.20595 3.45010 -2.10957
H 5.30422 -1.03477 -1.44242
O 2.74702 2.38053 0.89377
H 1.18577 3.41665 -0.65929
H -0.38657 -3.17742 4.17236
H -2.99837 0.16510 -3.65358
H 0.49406 0.39819 2.47631
H 0.61494 0.41221 -1.74148
H 0.51686 1.37562 0.25895
H 1.93210 -0.87644 4.20793
H 4.82398 -1.36493 -2.68709
O 4.52794 -0.96774 -1.96833
H -0.88608 3.60503 2.44632
O -2.44170 2.70433 1.29542
H -0.62984 -0.78643 -1.27369
O -2.76837 -1.86435 -0.83616
O -2.22611 2.49448 -2.09283
H 3.65916 -1.01733 4.03294
H -2.97703 -2.74898 -1.05043
H -0.73492 -1.97329 5.18807
H -1.57278 -0.72918 -3.58685
```

For the orbital gap, the calculation gives 0.35783 Ha. For the energy above the lowest of the compared OMol25 structures with the same formula, charge and spin, the calculation gives 167.3 kcal per mole. The total energy comes out at -38529.148 eV. The value obtained for the LUMO energy is -2.3 eV. The HOMO energy comes out at -12.05 eV. Its total charge is +1.

Calculated atomic charges, method Löwdin, unit e:
1. O 0.014
2. O 0.024
3. H 0.060
4. H -0.004
5. H 0.083
6. C -0.281
7. H 0.051
8. H 0.031
9. H 0.071
10. H 0.100
11. C -0.056
12. H 0.033
13. O -0.089
14. H 0.110
15. H 0.053
16. H -0.015
17. O -0.054
18. N 0.008
19. H -0.003
20. O -0.070
21. O -0.141
22. H -0.013
23. H 0.072
24. C -0.097
25. O -0.076
26. H 0.158
27. H 0.152
28. H 0.083
29. H 0.118
30. N -0.120
31. C -0.041
32. H -0.054
33. H -0.023
34. H 0.049
35. H -0.030
36. O 0.044
37. H 0.063
38. H 0.092
39. H 0.004
40. O -0.056
41. H 0.025
42. H 0.064
43. O -0.021
44. H 0.049
45. H 0.032
46. O -0.026
47. H 0.019
48. H -0.066
49. H 0.072
50. H 0.167
51. H 0.087
52. H 0.104
53. H 0.076
54. H -0.045
55. O 0.021
56. H -0.072
57. O -0.026
58. H 0.094
59. O -0.035
60. O -0.036
61. H 0.078
62. H 0.026
63. H 0.133
64. H 0.032

***

This record from the Open Molecules 2025 dataset describes an isolated molecule of C6H12O in a non-equilibrium geometry. The level of theory is ωB97M-V/def2-TZVPD.

The geometry in XYZ format:
```
19
C6H12O ωB97M-V/def2-TZVPD
H 1.93330 1.38182 -1.03733
H 0.75801 2.14695 0.03553
H 0.15180 -0.00389 1.08315
H -0.88112 1.20705 2.17538
C 1.40803 1.26505 -0.08166
H 0.71134 -2.17802 0.02513
H 1.79940 -1.43752 -1.15625
O -1.21995 0.36400 1.78649
H 2.16549 -1.35808 0.58361
H 2.14759 1.29191 0.72193
H -2.54852 -0.93575 -1.23780
C 0.59976 -0.02167 0.02208
H -0.61448 0.59773 -1.84429
C -1.71372 -0.86234 -0.53103
C -1.63354 0.41690 0.30453
H -1.42194 -1.83336 -0.13182
C 1.36405 -1.31396 -0.15810
C -0.64139 0.13178 -0.83114
H -2.39744 1.16212 0.28224
```

For the orbital gap, the calculation gives 0.38155 Ha. For the energy above the lowest of the compared OMol25 structures with the same formula, charge and spin, the calculation gives 65.9 kcal per mole. The total energy comes out at -8461.496 eV. The value obtained for the LUMO energy is 0.9 eV. As for the SMILES: CC(C)[C@H]1C[C@H]1O. The HOMO energy comes out at -9.47 eV. Its total charge is 0.

Calculated atomic charges, method Löwdin, unit e:
1. H 0.078
2. H 0.082
3. H 0.105
4. H 0.111
5. C -0.074
6. H 0.069
7. H 0.080
8. O -0.103
9. H 0.077
10. H 0.076
11. H 0.110
12. C -0.454
13. H 0.156
14. C -0.058
15. C -0.194
16. H 0.104
17. C -0.065
18. C -0.221
19. H 0.121

***

This record from the Open Molecules 2025 dataset describes the ion C7H12NO4 with charge +1 in a non-equilibrium geometry. The level of theory is ωB97M-V/def2-TZVPD.

The geometry in XYZ format:
```
24
C7H12NO4 ωB97M-V/def2-TZVPD
C -1.63023 -1.51352 0.19121
H -2.85457 1.41845 -1.66034
H 3.11604 0.11103 -1.92863
H 0.41184 -2.37396 0.06868
H 0.48241 1.70498 0.78692
H 3.82351 -0.03109 1.12390
H -0.03632 -1.27794 -1.23993
H -1.83499 -1.38110 1.24922
H 2.53145 1.12918 1.74763
H 1.50587 1.18260 -1.45096
H 2.31539 -1.34969 -0.06827
O -2.36526 -0.44245 -0.50732
H -4.01722 1.44690 1.25816
O -3.60987 0.52311 1.12450
H -1.99904 -2.52758 -0.12884
C -3.10924 0.47168 -0.02910
C -0.18499 -1.41148 -0.08694
C 2.91816 0.56479 0.90518
C -0.16762 0.80868 0.60064
O 3.14391 1.44631 -0.26275
O -3.34207 1.48428 -0.83509
C 1.96973 -0.30949 -0.01174
N 0.51907 -0.23646 0.33174
C 2.41403 0.56276 -1.17786
```

For the orbital gap, the calculation gives 0.32823 Ha. For the energy above the lowest of the compared OMol25 structures with the same formula, charge and spin, the calculation gives 75.8 kcal per mole. The total energy comes out at -17122.264 eV. The value obtained for the LUMO energy is -3.2 eV. The HOMO energy comes out at -12.16 eV. Its total charge is +1.

Calculated atomic charges, method Löwdin, unit e:
1. C -0.075
2. H 0.167
3. H 0.144
4. H 0.166
5. H 0.063
6. H 0.126
7. H 0.179
8. H 0.137
9. H 0.115
10. H 0.136
11. H 0.142
12. O 0.087
13. H 0.233
14. O 0.277
15. H 0.167
16. C -0.518
17. C -0.167
18. C -0.070
19. C 0.103
20. O -0.140
21. O 0.241
22. C -0.218
23. N -0.190
24. C -0.106

***

This record from the Open Molecules 2025 dataset describes a cluster of 10 separate species, C31H91O38P9 in total in a non-equilibrium geometry. The level of theory is ωB97M-V/def2-TZVPD.

The geometry in XYZ format:
```
169
C31H91O38P9 ωB97M-V/def2-TZVPD
O 5.14834 -4.71145 0.94405
O -4.09290 0.31358 3.12371
O -5.83361 2.07077 3.78750
H -1.66408 4.07462 -9.39031
H 0.24856 -0.18487 6.13167
O -0.45915 1.73499 7.64503
H 6.96931 -4.42328 -0.14406
H -2.13485 2.38032 -9.58435
H -0.48587 -0.24762 4.51811
H -1.16920 3.75458 7.26821
H 0.22920 3.18340 6.32276
H 0.05319 -4.75944 -0.77296
H 1.16774 1.62541 -5.52712
O -4.79563 -5.78992 1.93625
C -3.23623 -3.75014 3.86914
P 5.33483 -0.56326 -4.12498
H -5.06190 -1.41868 3.40265
H -4.88695 7.85700 -0.68233
H 0.65655 -0.07416 -5.49022
C 0.07263 -5.84766 -0.79843
H 4.01720 5.85178 1.35586
H -6.31850 -4.36967 2.11798
H -5.74342 2.79478 5.74117
C 5.74864 2.56022 -0.85121
H -2.75362 -2.84336 4.24287
O -2.93539 1.38489 7.79294
C -5.61846 1.84224 5.23020
C -4.01290 0.70161 8.55981
H 2.79369 -3.48247 1.05893
P 1.20198 -5.41294 -3.09614
O 5.21040 1.00231 -3.84868
H -1.71798 0.83621 -5.35645
H 3.27828 -6.00898 4.25508
H 3.36582 -0.63933 -2.42804
O 3.39702 4.38857 0.02926
H 5.95229 3.43649 -0.23565
H -2.04537 1.04686 -1.71030
O 5.63102 -5.00724 3.53598
O -0.69404 0.90716 -0.12694
C 4.21112 -0.71857 -1.75683
C -2.24767 3.00554 2.74705
H 3.24860 -1.80790 1.41350
C 0.03537 -1.77157 -2.65348
C 4.74269 1.93743 -4.88021
O 3.46324 -5.65898 2.18280
O -2.37873 -5.24263 1.32341
H -3.17101 -2.54427 -0.63525
C 0.87049 0.77966 -6.16254
P 3.66271 4.01147 -1.49715
O -1.23368 -0.48627 8.57795
O 4.34918 2.58552 -1.29742
H -0.01287 -1.55011 -3.71768
O 3.92569 -0.75059 -4.81072
O 2.16673 -4.22408 -2.62389
O 6.47126 -1.15530 -4.85335
H 5.45488 2.74840 -5.05702
H -2.80848 -4.24476 -1.04280
H 2.40771 -6.70601 -5.88069
O -0.25332 1.11469 -6.98746
H -2.56208 3.19759 1.72131
C -3.59507 -3.52842 -0.83132
O -2.70930 6.31558 2.34221
H 4.55429 -2.61626 -5.25131
H -6.39713 1.15452 5.54798
H -0.92746 -6.20444 -1.01846
C 2.98831 -2.76781 1.86460
O -4.39456 -3.98297 0.27715
H 6.41126 2.55742 -1.71097
H -6.04219 -0.21888 2.45745
O -0.00447 -4.77065 -3.71917
C -0.60047 5.54790 -0.84041
H -1.09318 4.87898 -1.55187
O -1.24344 7.91638 0.84610
H -0.69008 -2.55418 -2.38423
H 3.79855 2.31786 -4.51105
C -1.21295 -1.69706 1.49085
H -0.63323 6.56829 -1.23999
H -4.09297 8.33560 0.83176
H 3.78162 -3.73560 -1.47334
H 6.17314 -2.94601 0.54401
O 1.38052 -0.43771 0.08330
H -1.51043 2.20556 2.78652
O -1.27193 5.43798 0.44056
H -2.05425 2.41260 -0.52578
C -1.98579 1.32935 -0.65310
H -0.88640 2.40689 -5.60458
H -0.72787 -2.60724 1.87377
O -1.78040 0.20508 6.06843
O 2.27983 3.56079 -2.09164
C -3.91650 8.06058 -0.22704
C -1.64820 3.08740 -8.92883
H -4.60931 1.46020 5.41516
P -2.13946 6.62316 1.00746
H 3.66861 -5.72537 -5.02675
O 5.31968 -1.06764 -2.64908
H 3.39191 -5.45638 -1.42414
H 1.71194 0.55805 -6.80508
H -2.51496 -4.55476 3.78023
H -6.93379 -6.05832 1.87326
C -2.53486 1.88121 -7.04204
H 3.01388 -2.20921 -6.07049
H -4.26394 1.37311 9.38660
H -3.51787 1.84559 -6.55175
P -3.71063 -4.69870 1.49865
O -3.85891 -3.48759 2.55855
H -3.56845 -0.21163 8.96311
H -0.61359 2.78090 -8.72855
C 2.67276 -5.93516 3.34808
H 1.97514 -5.10671 3.46911
H 3.09181 -2.52942 -4.27141
H -2.30093 -1.74514 1.62773
C -1.01567 8.76531 2.00656
C -0.62126 -0.53291 5.55670
P 4.68157 -4.71847 2.46159
H 2.07469 -2.62245 2.44191
P -4.55805 1.82958 2.82839
C -6.17024 -5.43589 2.35785
C 6.41261 -4.00278 0.69373
C 3.50407 -4.58607 -2.07830
H -0.72950 -1.62280 5.68025
C 1.48472 2.43770 -1.57883
H 1.04939 -2.05624 -2.35224
C -5.04613 -0.65179 2.61232
C 3.59212 -2.11692 -5.14103
H 0.46306 -6.21260 0.16032
H -6.16400 -5.55971 3.44947
H 3.58446 6.46730 -0.28121
O -3.14270 6.82542 -0.21697
H -3.40632 8.88841 -0.72188
H -4.01100 -4.02467 4.57059
H 4.25479 -4.78242 -2.84830
P -1.56443 0.57996 7.62596
C -0.72051 2.90463 6.76143
H 7.00769 -4.03354 1.60903
H 1.51495 1.57141 -2.25339
H 0.43937 5.22651 -0.66774
O -2.33070 3.14704 -7.62970
O 4.05253 -3.26261 2.75553
H -1.37454 2.55569 5.95942
H 0.46559 2.79523 -1.45855
C 3.34309 5.74221 0.49556
O -0.93691 -1.66508 0.06681
H -1.50084 8.30181 2.85538
C 2.60773 -5.96196 -5.12807
O 2.07765 -6.45219 -3.87131
O 4.27127 5.14438 -2.20399
H -2.46452 1.04125 -7.73426
H 2.11836 -6.85134 3.13003
H 2.32383 5.91778 0.83951
H -1.50246 9.72459 1.77768
H 1.87766 2.15345 -0.60507
H 4.59544 1.38301 -5.81088
H -2.79282 0.86366 -0.09164
H -4.28459 -3.44316 -1.67393
O -4.94198 2.16750 1.43864
H -1.84801 3.92569 3.15078
H 2.06384 -5.05359 -5.42011
H -4.86766 0.48332 7.93246
O -3.40436 2.62838 3.55912
O 1.02831 -6.35493 -1.80651
H 4.06080 -1.58548 -1.09189
P 0.00399 -0.46933 -0.46878
H 5.88309 1.66139 -0.25605
H -4.68914 -1.06527 1.66140
O -0.35076 -0.56525 -1.99640
H 0.05550 8.90375 2.17813
C -1.34245 1.56165 -6.10147
H -0.82389 -0.82308 2.01659
H 4.32651 0.21419 -1.20544
```

For the orbital gap, the calculation gives 0.36103 Ha. The total energy comes out at -195046.631 eV. The value obtained for the LUMO energy is 0.3 eV. As for the SMILES: COP(=O)(OC)OC.COP(=O)(OC)OC.COP(=O)(OC)OC.COP(=O)(OC)OC.COP(=O)(OC)OC.COP(=O)(OC)OC.COP(=O)(OC)OC.COP(=O)(OC)OC.COP(=O)(OC)OC.COCCOC. The HOMO energy comes out at -9.57 eV. Its total charge is 0.

Results of the Löwdin charge analysis, in e, for atoms 1 through 99:
1. O -0.234
2. O -0.238
3. O -0.223
4. H 0.083
5. H 0.086
6. O -0.217
7. H 0.092
8. H 0.078
9. H 0.074
10. H 0.090
11. H 0.086
12. H 0.070
13. H 0.081
14. O -0.223
15. C -0.054
16. P 0.319
17. H 0.088
18. H 0.090
19. H 0.077
20. C -0.061
21. H 0.092
22. H 0.082
23. H 0.092
24. C -0.046
25. H 0.080
26. O -0.238
27. C -0.067
28. C -0.040
29. H 0.075
30. P 0.369
31. O -0.233
32. H 0.120
33. H 0.091
34. H 0.070
35. O -0.225
36. H 0.085
37. H 0.088
38. O -0.217
39. O -0.236
40. C -0.041
41. C -0.057
42. H 0.070
43. C -0.078
44. C -0.039
45. O -0.221
46. O -0.207
47. H 0.073
48. C -0.105
49. P 0.340
50. O -0.222
51. O -0.249
52. H 0.085
53. O -0.243
54. O -0.261
55. O -0.229
56. H 0.095
57. H 0.077
58. H 0.089
59. O -0.205
60. H 0.063
61. C -0.058
62. O -0.232
63. H 0.079
64. H 0.085
65. H 0.080
66. C -0.072
67. O -0.210
68. H 0.090
69. H 0.092
70. O -0.249
71. C -0.061
72. H 0.090
73. O -0.229
74. H 0.082
75. H 0.076
76. C -0.065
77. H 0.092
78. H 0.090
79. H 0.059
80. H 0.084
81. O -0.221
82. H 0.086
83. O -0.222
84. H 0.082
85. C -0.040
86. H 0.113
87. H 0.095
88. O -0.246
89. O -0.219
90. C -0.071
91. C -0.063
92. H 0.065
93. P 0.350
94. H 0.089
95. O -0.201
96. H 0.092
97. H 0.082
98. H 0.080
99. H 0.093

***

What is the HOMO in the second record? -9.47 eV

***

What did the third record say?
This record from the Open Molecules 2025 dataset describes the ion C7H12NO4 with charge +1 in a non-equilibrium geometry. The level of theory is ωB97M-V/def2-TZVPD.

The geometry in XYZ format:
```
24
C7H12NO4 ωB97M-V/def2-TZVPD
C -1.63023 -1.51352 0.19121
H -2.85457 1.41845 -1.66034
H 3.11604 0.11103 -1.92863
H 0.41184 -2.37396 0.06868
H 0.48241 1.70498 0.78692
H 3.82351 -0.03109 1.12390
H -0.03632 -1.27794 -1.23993
H -1.83499 -1.38110 1.24922
H 2.53145 1.12918 1.74763
H 1.50587 1.18260 -1.45096
H 2.31539 -1.34969 -0.06827
O -2.36526 -0.44245 -0.50732
H -4.01722 1.44690 1.25816
O -3.60987 0.52311 1.12450
H -1.99904 -2.52758 -0.12884
C -3.10924 0.47168 -0.02910
C -0.18499 -1.41148 -0.08694
C 2.91816 0.56479 0.90518
C -0.16762 0.80868 0.60064
O 3.14391 1.44631 -0.26275
O -3.34207 1.48428 -0.83509
C 1.96973 -0.30949 -0.01174
N 0.51907 -0.23646 0.33174
C 2.41403 0.56276 -1.17786
```

For the orbital gap, the calculation gives 0.32823 Ha. For the energy above the lowest of the compared OMol25 structures with the same formula, charge and spin, the calculation gives 75.8 kcal per mole. The total energy comes out at -17122.264 eV. The value obtained for the LUMO energy is -3.2 eV. The HOMO energy comes out at -12.16 eV. Its total charge is +1.

Calculated atomic charges, method Löwdin, unit e:
1. C -0.075
2. H 0.167
3. H 0.144
4. H 0.166
5. H 0.063
6. H 0.126
7. H 0.179
8. H 0.137
9. H 0.115
10. H 0.136
11. H 0.142
12. O 0.087
13. H 0.233
14. O 0.277
15. H 0.167
16. C -0.518
17. C -0.167
18. C -0.070
19. C 0.103
20. O -0.140
21. O 0.241
22. C -0.218
23. N -0.190
24. C -0.106